The following is a DFT calculation (ωB97M-V/def2-TZVPD) of an isolated molecule of C5H9N in a non-equilibrium geometry.

Atoms and positions in Å:
C -2.02142 -0.32501 0.41904
C -0.81758 0.56287 0.13345
C 0.33277 -0.26627 -0.41841
C 1.64549 0.59484 -0.68222
C 2.30209 -0.38602 0.15949
N 2.62647 -1.25836 0.85232
H -1.75225 -1.12606 1.11566
H -2.84393 0.24722 0.85515
H -2.39031 -0.79518 -0.50021
H -0.47076 1.03981 1.06040
H -1.11287 1.38732 -0.53583
H 0.82880 -1.09521 0.42011
H 0.07958 -0.78395 -1.35733
H 1.65940 1.61353 -0.25945
H 2.06108 0.62793 -1.70111

Calculated values
E_HOMO	-9.78	eV
SMILES string	CCCCC#N
LUMO level	0.96	eV
total charge	0
frontier orbital gap	10.7	eV

The following is a DFT calculation (ωB97M-V/def2-TZVPD) of a cluster of 2 separate species, C5H9N in total in a non-equilibrium geometry.

Atoms and positions in Å:
C -0.32235 -0.97232 -0.98744
C 0.09545 0.26637 -0.25224
C 1.56815 0.55120 -0.22260
C -0.77891 1.10728 0.32525
C -2.19689 0.90018 0.27791
N -3.34390 0.73892 0.22750
H -1.38513 -1.19275 -0.86529
H 0.25740 -1.83525 -0.64024
H -0.11170 -0.85247 -2.05630
H 0.63303 -1.56488 2.07575
H 1.92318 0.75083 -1.24039
H 2.12635 -0.31725 0.14602
H 1.80958 1.41239 0.40551
H -0.44149 2.00120 0.84142
H 0.16723 -0.99345 1.96511

Calculated values
E_HOMO	-9.80	eV
SMILES string	CC(C)=CC#N.[H][H]
LUMO level	0.79	eV
total charge	0
frontier orbital gap	10.6	eV

The following is a DFT calculation (ωB97M-V/def2-TZVPD) of an isolated molecule of C5H9N in a non-equilibrium geometry.

Atoms and positions in Å:
C 1.64797 0.12028 -0.00371
C 0.89722 -0.03457 -1.29044
C 0.19321 -0.12008 0.03970
C -0.49330 -1.38607 0.42009
C -0.80440 1.34187 0.10171
N 2.74213 0.30158 0.55544
H 0.70990 0.79799 -1.90880
H 1.14679 -1.01646 -1.81941
H 0.15250 -2.28719 0.24151
H -1.45510 -1.48808 -0.24350
H -0.97248 -1.41518 1.45945
H -1.40311 1.25944 -0.90365
H -0.13380 2.17019 0.23156
H -1.26620 1.41863 1.08325
H 2.90524 0.05863 1.57696

Calculated values
spin multiplicity	3
E_HOMO (alpha / beta)	-4.97 / -10.34	eV
LUMO level (alpha / beta)	0.97 / -1.88	eV
total charge	0
frontier orbital gap (alpha / beta)	5.9 / 8.5	eV

The following is a DFT calculation (ωB97M-V/def2-TZVPD) of the ion C5H9N2 with charge +1 in a non-equilibrium geometry.

Atoms and positions in Å:
C -1.37785 0.69682 -0.03184
C -0.25374 1.59593 -0.18596
C -2.38590 -0.00005 -0.01492
C 1.06658 0.92874 -0.18235
C 2.54332 -1.03426 0.17714
N 1.28601 -0.35776 -0.09406
N -3.39619 -0.86504 0.02468
H 0.48721 -1.00292 -0.07573
H -0.34016 2.56160 0.38634
H -0.43287 2.08253 -1.25691
H 1.82446 1.50958 0.12604
H 2.58426 -1.77165 -0.68973
H 2.38144 -1.65679 1.11239
H 3.43003 -0.29055 0.21022
H -4.36346 -0.61145 0.09420
H -3.05315 -1.78473 0.40050

Calculated values
E_HOMO	-12.15	eV
SMILES string	C/[NH+]=C/CC#CN
LUMO level	-4.68	eV
total charge	+1
frontier orbital gap	7.5	eV

The following is a DFT calculation (ωB97M-V/def2-TZVPD) of a cluster of 2 separate species, C5H9N2 in total in a non-equilibrium geometry.

Atoms and positions in Å:
C 1.66205 -1.24327 0.22256
C 2.18489 0.93253 0.34592
C -3.21888 0.69344 -0.18001
C -2.53826 -0.57261 -0.11989
C 2.23057 -0.12962 -0.61316
N 0.98753 0.04326 0.12907
N -1.72036 0.38297 -0.12317
H 1.36537 -2.26023 -0.15187
H 2.17649 -1.41011 1.14600
H 2.71271 0.82095 1.24065
H 2.15490 2.01909 0.08697
H -3.65260 1.04337 -1.15197
H -3.72078 1.06777 0.74696
H -2.69522 -1.65648 0.17646
H 2.24212 -0.11043 -1.65592
H -0.17054 0.37938 -0.09861

Calculated values
E_HOMO	-14.83	eV
LUMO level	-3.09	eV
total charge	+1
frontier orbital gap	11.7	eV

The following is a DFT calculation (ωB97M-V/def2-TZVPD) of the ion C5H9N2 with charge +1 in a non-equilibrium geometry.

Atoms and positions in Å:
C 1.89175 -0.05025 -1.19685
C 2.70926 -1.20339 -1.50075
C 0.67883 -0.52775 -0.85882
C -1.16239 -1.21248 0.31286
C -0.35412 1.13204 0.47814
N 2.15055 -2.29446 -1.24427
N -0.59357 -0.05830 -0.40567
H 2.39348 0.91359 -1.04694
H 3.55025 -1.18033 -2.15590
H -1.14154 -1.92046 -0.40088
H -0.50930 -1.58819 1.25081
H -2.26806 -0.95919 0.68085
H -0.42667 2.08722 -0.13507
H -1.21597 1.02767 1.10215
H 0.60706 1.09789 1.10626
H -1.34126 0.31962 -1.04790

Calculated values
E_HOMO (alpha / beta)	-13.90 / -14.15	eV
LUMO level (alpha / beta)	-5.13 / -4.32	eV
total charge	+1
frontier orbital gap (alpha / beta)	8.8 / 9.8	eV

The following energy above the lowest of the compared OMol25 structures with the same formula, charge and spin values (in eV) correspond, in order, to the records above: 2.222 1.410 2.045 4.268 6.545 8.365.